{"formula": "C6H14NO", "method": "ωB97M-V/def2-TZVPD", "homo_ev": -15.00, "total_charge": 1, "species": ["H", "C", "H", "H", "H", "H", "C", "N", "H", "H", "H", "O", "C", "H", "C", "H", "H", "C", "H", "H", "H", "C"], "positions_angstrom": [[2.02282, 0.70572, 1.93298], [0.76131, -0.45636, 0.54415], [-1.95689, 1.39272, 0.92480], [1.91986, -1.72766, -0.77785], [1.26159, -0.33432, -1.57965], [2.09721, -0.80043, 2.29659], [-0.11076, -1.98793, -1.34920], [-1.16645, 0.93176, 1.40953], [0.15556, -1.20298, 1.06375], [-0.12917, 1.23293, -1.85577], [-1.50557, 0.01320, 1.70385], [-1.94884, 1.21905, -0.95516], [-0.75038, 1.11773, -0.96186], [2.92879, -0.32726, 0.72822], [-0.04504, 0.84837, 0.38911], [-0.86054, 1.40622, 2.25706], [0.56924, 1.70754, 0.63801], [1.04606, -1.08760, -0.82797], [-0.51984, -1.61729, -2.28445], [0.25370, -2.99417, -1.51409], [-0.94165, -1.99579, -0.64180], [2.04888, -0.23596, 1.35453]], "forces_ev_per_angstrom": [[0.25, 0.48, -1.07], [0.50, -0.25, -0.26], [-0.04, 0.09, 0.17], [0.27, 0.17, 0.27], [0.34, 0.16, 0.03], [0.21, -1.12, -0.87], [0.07, 0.77, 0.14], [0.11, -0.31, 0.11], [-0.23, 0.19, 0.11], [-0.07, -0.03, -0.05], [0.09, -0.07, -0.21], [0.08, 0.21, -0.43], [-0.16, -0.29, 0.82], [0.20, 0.08, 0.32], [-0.53, -0.04, 0.19], [-0.18, 0.24, -0.06], [0.35, 0.12, -0.32], [-0.47, -0.67, -0.38], [-0.01, -0.04, -0.18], [-0.17, -0.18, 0.04], [-0.01, -0.27, 0.02], [-0.60, 0.77, 1.62]], "lowdin_charge": [0.08, -0.33, 0.15, 0.11, 0.10, 0.09, -0.07, 0.23, 0.13, 0.15, 0.17, 0.09, -0.15, 0.09, -0.18, 0.18, 0.16, -0.21, 0.08, 0.08, 0.07, -0.04]}

{"formula": "C6H14NO2", "method": "ωB97M-V/def2-TZVPD", "homo_ev": -14.05, "total_charge": 1, "species": ["O", "H", "H", "H", "H", "H", "H", "C", "N", "C", "C", "H", "H", "H", "H", "C", "H", "H", "O", "H", "H", "C", "C"], "positions_angstrom": [[0.99599, -3.21917, 0.54153], [-0.27116, 2.34805, 0.08783], [-1.25556, 0.87993, 1.92613], [2.07937, 0.33683, -1.02786], [-0.40238, -0.70365, -2.00282], [0.74726, -0.29322, 1.52395], [-2.52987, 0.48458, 0.78386], [-1.55056, 0.18428, 1.14372], [0.75867, -0.23367, 0.51340], [2.00538, 0.35569, 0.05830], [-0.53315, 0.20877, 0.00054], [-1.63719, -0.80794, 1.58128], [0.21107, 1.65575, -1.46165], [2.82682, -0.23097, 0.47365], [2.11199, 1.39028, 0.39158], [-0.51084, 1.58916, -0.65316], [1.35643, -2.04264, -1.04245], [-1.49462, 1.81451, -1.05642], [-0.65853, -2.12247, -0.50911], [-2.02696, -0.83551, -1.25974], [0.28806, -3.56983, 1.11433], [-0.95507, -0.85906, -1.07323], [0.60159, -2.34691, -0.31799]], "forces_ev_per_angstrom": [[-0.12, -0.30, -0.09], [0.00, 0.08, 0.04], [0.04, 0.08, 0.07], [-0.02, -0.05, -0.04], [0.01, -0.15, -0.01], [-0.01, 0.00, -0.01], [-0.11, 0.01, -0.03], [0.19, -0.01, -0.14], [-0.04, -0.97, -0.01], [0.22, 0.24, 0.03], [-0.46, 0.01, -0.26], [-0.02, -0.12, 0.05], [0.06, 0.00, -0.11], [-0.01, 0.09, -0.07], [0.07, -0.01, -0.09], [0.02, -0.21, 0.11], [-0.13, -0.05, 0.07], [-0.09, 0.04, -0.05], [0.42, -1.21, 0.26], [0.13, -0.07, -0.05], [-0.01, 0.17, -0.15], [0.01, 1.27, 0.09], [-0.15, 1.16, 0.39]], "lowdin_charge": [0.21, 0.10, 0.10, 0.09, 0.15, 0.14, 0.10, -0.01, -0.05, -0.06, -0.53, 0.09, 0.09, 0.10, 0.10, -0.02, 0.18, 0.10, 0.05, 0.15, 0.18, -0.06, -0.19]}

{"formula": "C6H14NO3", "method": "ωB97M-V/def2-TZVPD", "s2": 2.0103, "homo_ev": [-1.14, -3.05], "multiplicity": 3, "total_charge": -1, "species": ["H", "O", "H", "H", "C", "H", "C", "O", "H", "H", "N", "C", "C", "H", "C", "O", "H", "H", "H", "H", "H", "C", "H", "H"], "positions_angstrom": [[-0.42452, 0.03527, 2.25694], [1.20211, -1.42622, 0.61670], [2.13907, 0.42733, -0.82690], [1.67717, -0.64523, 0.92442], [0.23516, -1.23641, -1.65690], [-2.12885, 1.20137, -0.22639], [-0.13061, 0.55587, 0.15783], [-0.71280, 2.72423, -0.52751], [0.90968, 0.93893, 2.05755], [1.09066, -0.77122, -1.97559], [1.84589, 1.49003, -0.45317], [-0.17453, 0.84382, 1.65999], [0.02591, -1.00043, -0.08102], [0.28346, -2.35412, -1.79941], [-1.09721, 1.36691, -0.63282], [2.41818, 1.66911, 0.72846], [-1.94284, -2.09968, -0.24720], [-0.79249, -2.96710, 0.71166], [-0.99597, 1.04733, -1.73364], [0.28926, 2.62767, -0.40076], [-1.36337, -1.46709, 1.38454], [-1.12839, -1.93004, 0.46558], [-0.46898, -0.73419, -2.17798], [-0.75599, 1.70387, 1.77562]], "forces_ev_per_angstrom": [[-1.58, -1.78, 0.99], [-0.13, -0.33, 0.10], [-0.33, 3.05, 0.73], [0.14, 0.24, -0.16], [0.22, -3.23, 3.98], [0.38, 0.39, -0.53], [-2.67, -3.57, 2.22], [0.76, 0.14, 0.39], [-1.76, 0.86, -0.69], [2.60, 0.77, -0.47], [2.28, -1.96, -0.67], [3.85, 0.21, -1.32], [0.35, 0.83, -2.05], [-0.16, 1.18, -0.32], [0.99, -0.71, -1.31], [0.03, -0.26, -0.81], [-0.13, 0.68, 0.26], [0.36, 0.82, -0.28], [-0.74, 0.41, 1.36], [-1.02, 0.18, -0.50], [-1.15, 0.24, 1.00], [1.34, -0.40, -1.08], [-2.94, 0.83, -1.72], [-0.70, 1.41, 0.88]], "lowdin_charge": [0.03, -0.06, 0.06, 0.06, -0.02, 0.12, -0.26, -0.13, 0.09, 0.02, -0.21, -0.07, -0.50, 0.10, -0.28, -0.35, 0.07, 0.08, 0.12, 0.07, 0.04, -0.03, 0.01, 0.05]}